No. 1
A 2-piece molecular cluster, C5H14 overall, computed with ωB97M-V/def2-TZVPD.

Output
LUMO energy	1.0	eV
energy relative to the best compared isomer or geometry (same formula, charge and spin)	125.5	kJ/mol
maximum force	3.653	eV/Å

Last column: Löwdin charge in e.
Element x y z (Å)
C: 1.474 -1.308 -0.851  -0.129
C: 2.712 -1.535 0.028  -0.317
C: 2.713 -0.703 1.312  -0.151
H: 0.908 -2.200 -1.235  0.077
H: 0.653 -0.661 -0.599  0.041
H: 1.782 -0.782 -1.771  0.065
H: 2.933 -2.572 0.234  0.090
H: 3.631 -1.189 -0.465  0.095
H: 2.506 0.457 1.087  0.113
H: 3.716 -0.707 1.769  0.059
H: 1.984 -0.975 2.081  0.058
C: -3.687 1.906 0.292  -0.148
C: -2.533 1.172 -0.561  -0.162
H: -4.245 2.407 -0.457  0.030
H: -4.261 1.166 0.840  0.046
H: -3.337 2.557 1.156  0.074
H: -2.321 0.134 -0.420  0.024
H: -1.597 1.712 -0.817  0.054
H: -3.032 1.122 -1.624  0.081


No. 2
C20H45BiN2P3S2 as an isolated structure, computed with ωB97M-V/def2-TZVPD.

Output
LUMO energy (spin up / spin down)	-8.8 / -8.8	eV
energy relative to the best compared isomer or geometry (same formula, charge and spin)	106.9	kJ/mol
charge	+3
maximum force	2.409	eV/Å

Last column: Löwdin charge in e.
Element x y z (Å)
Bi: -0.299 1.493 -2.000  0.773
P: 1.388 -1.211 3.366  0.641
P: 1.535 -0.668 -2.039  0.606
P: -2.217 1.157 0.358  0.655
H: -2.742 0.241 -6.452  0.074
C: -3.212 0.997 -5.804  -0.159
C: -2.609 2.117 -5.383  -0.111
H: -1.518 2.171 -5.286  0.035
C: 0.370 -2.230 2.314  -0.162
C: 2.999 -1.946 3.607  -0.178
C: 0.577 -0.814 4.910  -0.180
C: 2.348 -0.799 -3.693  -0.243
C: 2.975 -0.368 -0.930  -0.302
C: 1.143 -2.436 -1.715  -0.249
C: -3.811 2.045 0.070  -0.262
C: -1.724 2.140 1.831  -0.313
C: -2.880 -0.313 1.274  -0.262
H: -4.294 0.771 -5.676  0.059
H: -3.253 2.972 -5.232  0.059
H: 0.182 -3.156 2.876  0.104
H: 0.887 -2.494 1.379  0.057
H: -0.594 -1.758 2.079  0.050
H: 3.034 -2.399 4.610  0.092
H: 3.826 -1.227 3.508  0.073
H: 3.125 -2.735 2.852  0.086
H: 0.565 -1.721 5.533  0.094
H: -0.458 -0.505 4.711  0.083
H: 1.082 -0.008 5.463  0.067
H: 2.857 -1.762 -3.846  0.068
H: 3.085 0.005 -3.824  0.057
H: 1.584 -0.694 -4.475  0.036
H: 3.537 -1.282 -0.685  0.057
H: 2.608 0.062 0.012  -0.060
H: 3.678 0.350 -1.381  0.059
H: 1.663 -3.125 -2.403  0.069
H: 0.067 -2.602 -1.847  0.042
H: 1.404 -2.762 -0.699  0.017
H: -4.569 1.655 0.762  0.058
H: -4.127 1.881 -0.970  -0.010
H: -3.647 3.111 0.290  0.057
H: -2.514 2.016 2.581  0.063
H: -1.658 3.192 1.520  0.052
H: -0.766 1.751 2.206  -0.043
H: -3.946 -0.152 1.497  0.060
H: -2.338 -0.431 2.222  0.018
H: -2.759 -1.198 0.633  0.043
C: -2.906 -1.149 -3.654  -0.584
C: -3.497 -2.410 -3.493  -0.131
C: -2.972 -3.541 -4.140  -0.068
C: -1.809 -3.432 -4.933  -0.071
C: -1.177 -2.179 -5.043  -0.104
C: -1.712 -1.059 -4.424  -0.204
S: -3.898 0.214 -3.096  0.779
H: -4.986 -0.257 -2.546  -0.121
H: -4.509 -2.479 -3.044  0.108
H: -3.505 -4.504 -4.012  0.121
H: -1.413 -4.301 -5.476  0.114
H: -0.361 -2.010 -5.782  0.121
H: -1.283 -0.062 -4.608  0.033
C: 3.457 2.386 5.584  -0.017
N: 3.164 1.450 4.501  0.013
C: 2.502 1.781 3.391  -0.574
S: 1.631 0.624 2.364  0.846
N: 2.443 3.040 2.917  0.011
C: 3.448 4.077 3.210  -0.019
H: 4.407 2.891 5.410  0.103
H: 3.525 1.795 6.500  0.116
H: 2.668 3.128 5.706  0.110
H: 3.149 0.455 4.741  0.109
H: 1.951 3.155 2.024  0.144
H: 3.445 4.769 2.362  0.115
H: 3.194 4.644 4.117  0.106
H: 4.458 3.646 3.302  0.112


Total energy in eV, matching the order above: -5410.749; -79798.965